[1]
# C24H26N

A cluster of 2 separate species, C24H26N in total at a distorted geometry (ωB97M-V/def2-TZVPD, the Open Molecules 2025 dataset).

Each line ends with the Mulliken charge.
Positions of all 51 atoms, in Å:
H: -5.28 2.35 0.94  0.43
H: 0.03 4.49 -0.92  0.42
C: 3.20 -0.71 -0.33  0.10
H: -1.45 -3.36 -1.41  0.40
C: 4.43 -0.22 -0.78  -0.64
H: 1.19 -2.18 0.72  0.21
H: -4.78 -1.38 3.05  0.40
H: -1.53 0.85 -1.30  -0.07
H: -1.47 2.62 -0.36  0.37
H: 1.38 -3.56 -0.41  0.42
H: 3.08 2.81 1.64  0.46
H: -2.77 -0.96 -0.46  -0.10
H: 5.29 -2.78 -2.86  0.37
C: 1.16 1.85 1.68  -0.48
H: 6.17 -0.59 -2.02  0.38
C: -2.38 0.75 1.80  0.63
C: 0.37 3.74 -0.21  -1.12
H: -2.84 2.77 1.13  0.65
C: -1.19 -0.12 -1.66  -0.52
C: -0.51 2.72 0.14  -0.14
H: 0.45 -2.18 -2.22  0.41
C: -4.64 1.60 1.40  -0.85
H: -1.10 -0.06 -2.76  0.54
H: 0.86 0.01 -1.43  0.25
C: 0.21 -1.93 -1.17  -0.06
C: -2.14 -1.27 -1.30  -0.20
H: -2.31 -1.15 2.85  0.42
C: 2.71 -1.93 -0.79  0.13
C: -0.15 1.77 1.14  1.30
C: -3.26 1.81 1.41  -0.01
H: 2.37 4.53 -0.04  0.42
H: -6.27 0.31 1.96  0.42
H: -2.78 -1.53 -2.15  0.41
C: 5.20 -0.96 -1.68  -0.46
C: -1.22 -2.44 -0.88  -0.82
C: -4.35 -0.52 2.54  -0.62
C: -0.98 0.71 1.58  -0.75
H: -1.30 -2.60 0.20  0.27
H: 2.61 -0.15 0.39  0.35
H: 1.43 1.12 2.45  0.42
C: 1.67 3.77 0.31  -0.44
N: 0.07 -0.50 -1.05  -0.03
C: 1.36 -2.46 -0.33  -1.01
C: -5.19 0.45 1.97  -0.32
H: 3.07 -3.61 -2.08  0.37
C: 2.06 2.81 1.25  -0.52
H: -0.48 -0.19 1.91  0.19
H: 4.78 0.75 -0.42  0.38
C: 4.71 -2.19 -2.15  -0.59
C: -2.98 -0.39 2.43  -0.37
C: 3.47 -2.66 -1.71  -0.43

The energy is -984.6173 hartree. Its total charge is +1. The value obtained for the HOMO energy is -11.246 eV. The max |F| comes out at 1.32 eV/A. The energy above the lowest of the compared OMol25 structures with the same formula, charge and spin comes out at 0.908 eV. The value obtained for the orbital gap is 5.48 eV.

[2]
# C24H26N2O4

The molecule C24H26N2O4 (ωB97M-V/def2-TZVPD, the Open Molecules 2025 dataset).

Each line ends with the Mulliken charge.
Positions of all 56 atoms, in Å:
H: -6.21 0.28 -1.80  0.43
H: -6.38 -2.07 -2.44  0.37
C: -0.78 2.53 -0.05  0.58
C: -3.77 -0.54 0.40  -0.32
C: 5.92 0.00 -1.35  -1.25
H: -2.31 0.77 1.18  0.55
O: -3.17 3.05 -0.11  -0.41
H: 2.29 2.51 2.45  0.28
C: 5.82 -1.83 0.85  -0.73
C: 6.09 -0.33 1.00  -0.98
C: 4.16 0.90 0.12  0.96
O: -0.87 2.03 -1.15  -0.65
C: -4.88 -0.72 -0.44  0.69
C: 2.53 2.04 1.51  -1.00
H: 6.03 -1.76 -2.59  0.43
C: 6.29 -2.33 -0.52  0.47
H: -7.47 -1.68 -1.10  0.37
H: 7.38 -2.19 -0.58  0.19
C: 1.94 1.40 -0.72  -0.92
C: 5.64 -1.48 -1.61  -0.58
H: 1.22 1.35 -1.52  0.53
H: 5.75 0.01 1.98  0.34
H: -1.80 4.35 0.53  0.42
C: 5.97 -3.81 -0.70  -1.66
O: -3.22 -3.66 1.77  -0.64
H: 5.47 0.63 -2.12  0.54
H: 6.46 -4.40 0.07  0.42
H: 7.17 -0.15 0.94  0.41
C: 3.20 0.87 -0.89  -0.48
N: 0.32 2.55 0.74  -0.12
C: -3.75 -2.82 1.09  0.11
H: 4.51 1.60 2.13  0.42
C: -3.16 0.71 0.53  -0.13
C: 3.79 1.52 1.33  -0.51
C: -6.62 -2.31 -1.40  -1.60
H: 3.42 0.41 -1.84  0.26
C: -3.65 1.79 -0.18  0.76
H: 0.24 3.00 1.64  0.18
H: 7.00 0.17 -1.37  0.44
H: -6.92 -3.35 -1.34  0.36
C: -5.36 0.39 -1.14  -0.66
C: -4.89 -3.03 0.22  -0.53
C: -1.97 3.27 0.60  -0.76
H: 4.90 -3.98 -0.65  0.36
C: -4.77 1.62 -1.02  -1.25
H: -5.27 -4.04 0.20  0.40
C: -5.45 -2.05 -0.52  1.37
N: 5.45 0.43 -0.05  0.03
C: 1.59 1.99 0.49  0.75
H: -5.13 2.47 -1.56  0.43
H: 4.56 -1.66 -1.61  0.28
O: -3.24 -1.54 1.13  -0.50
H: 6.33 -4.15 -1.67  0.40
H: 4.74 -2.00 0.94  0.25
H: -2.08 2.99 1.65  0.41
H: 6.32 -2.38 1.65  0.46

The energy is -1340.6547 hartree. Its total charge is 0. The value obtained for the HOMO energy is -7.380 eV. The max |F| comes out at 0.93 eV/A. The energy above the lowest of the compared OMol25 structures with the same formula, charge and spin comes out at 1.378 eV. The structure (SMILES) is Cc1cc(=O)oc2cc(OCC(=O)Nc3ccc(N4CCC(C)CC4)cc3)ccc12. The value obtained for the orbital gap is 7.78 eV.

[3]
# C24H26N4OOsPSSe2

A structure of composition C24H26N4OOsPSSe2 (ωB97M-V/def2-TZVPD, the Open Molecules 2025 dataset).

Each line ends with the Mulliken spin population.
Positions of all 60 atoms, in Å:
C: 3.72 -0.63 1.38  0.02
N: 1.68 -0.37 -0.13  0.31
C: 1.91 -2.16 -5.14  0.02
H: 4.21 0.26 1.78  0.03
C: -0.89 0.13 2.82  -0.05
C: -1.29 -3.19 -0.51  0.03
S: 0.09 -0.42 -2.47  0.13
H: 2.87 -0.25 -5.44  0.00
H: 1.56 -2.25 -6.17  0.00
N: 2.60 -0.52 -3.42  0.18
C: -3.82 5.22 -2.43  0.00
H: 1.21 -0.13 -4.91  0.00
C: 1.35 -0.18 2.21  0.20
C: -5.25 3.06 2.60  0.00
H: 1.16 -2.61 -4.49  0.00
Se: -2.76 0.03 -0.32  0.25
C: -4.46 3.19 -3.55  0.00
H: 3.86 -1.44 2.09  0.01
H: -1.19 -4.22 -0.17  0.00
C: -2.47 3.23 2.44  0.00
H: 2.83 -2.74 -5.05  0.00
C: 2.13 -0.70 -4.79  -0.01
C: -4.45 4.57 -3.48  0.00
H: 2.77 -0.20 3.83  0.02
C: -3.13 3.62 3.60  0.00
N: 0.02 -0.07 1.86  0.21
H: -1.34 0.40 4.88  0.01
H: -1.92 0.20 2.49  0.02
C: -3.22 4.49 -1.43  0.00
H: -2.56 4.00 4.44  0.00
N: 2.49 -0.46 -1.15  0.30
H: 1.07 0.17 5.57  0.00
H: -5.02 3.84 4.59  0.00
C: -4.60 2.67 1.44  0.01
C: 1.73 -0.10 3.57  0.16
H: -5.18 2.31 0.59  0.00
H: -2.32 -2.85 -0.36  0.00
C: 1.83 -0.48 -2.33  0.12
H: -6.33 2.99 2.66  0.00
H: 4.19 -0.89 0.44  0.01
H: -3.82 6.30 -2.38  0.00
H: -4.95 2.69 -4.37  0.00
H: -2.73 5.00 -0.60  0.00
Se: -0.27 2.50 -0.14  0.11
H: -3.86 1.36 -2.60  0.00
H: -1.39 3.30 2.37  0.00
Os: -0.35 -0.29 -0.19  1.45
C: 0.78 0.11 4.53  -0.01
C: 2.27 -0.38 1.18  0.22
C: -0.33 -2.31 0.26  0.02
C: -3.23 3.09 -1.49  -0.02
C: -4.51 3.53 3.68  0.00
H: -1.08 -3.12 -1.58  0.00
O: 0.40 -2.78 1.10  0.01
P: -2.40 2.22 -0.15  0.01
H: -4.93 5.15 -4.26  0.00
C: -3.21 2.76 1.36  0.01
C: -0.56 0.23 4.15  0.18
C: -3.85 2.44 -2.55  0.01
H: 3.59 -0.61 -3.23  -0.01

The energy is -6857.3050 hartree. Its total charge is +1. The value obtained for the HOMO energy (spin up / spin down) is -9.131 / -10.914 eV. The max |F| comes out at 0.64 eV/A. As for the expectation value of S²: 6.043. The energy above the lowest of the compared OMol25 structures with the same formula, charge and spin comes out at 0.000 eV. Its spin multiplicity is 5. The value obtained for the orbital gap (spin up / spin down) is 6.77 / 5.75 eV.

[4]
# C24H26NO12P

A cluster of 4 separate species, C24H26NO12P in total at a distorted geometry (ωB97M-V/def2-TZVPD, the Open Molecules 2025 dataset).

Each line ends with the Mulliken charge.
Positions of all 64 atoms, in Å:
H: -7.78 1.31 -1.38  0.42
H: -1.17 -4.09 -0.90  0.30
C: -4.47 3.11 -0.24  -0.42
O: 1.60 1.77 1.45  -0.38
O: 1.24 6.05 4.56  -0.55
O: 2.42 -3.63 -2.81  -0.24
H: 3.41 0.28 -2.01  0.31
H: 3.51 5.08 3.76  0.42
C: 1.78 -1.78 3.30  0.06
C: 2.30 -1.36 1.98  0.03
H: 5.11 -2.72 -1.59  0.27
C: 3.53 -0.47 4.41  -0.50
C: -1.06 -2.50 -3.21  -0.27
H: -3.44 1.64 -1.36  0.45
O: -5.86 4.61 0.93  -0.55
C: 0.12 4.35 3.39  -0.35
H: -3.30 -1.04 -2.79  0.32
H: -0.51 -1.57 -2.90  0.20
H: -0.67 2.74 2.26  0.47
C: -6.99 2.92 -0.25  -0.40
O: -5.52 0.35 -2.20  -0.50
H: 4.05 -0.08 5.28  0.45
H: -2.73 -3.85 -2.37  0.29
C: 2.64 4.55 3.41  -0.46
O: 5.01 0.70 3.00  -0.60
H: -7.94 3.31 0.08  0.40
C: 0.21 3.28 2.60  -0.43
C: -2.17 -2.88 -2.10  0.16
H: -4.26 -2.14 -1.70  0.30
H: 1.68 0.66 -1.38  0.27
C: 2.47 -1.28 4.51  -0.48
O: 1.38 -2.00 -4.71  -0.59
C: -3.22 -1.69 -1.86  -1.12
H: 2.08 -1.60 5.46  0.44
O: -0.24 -3.69 -3.37  -0.24
C: 2.73 3.47 2.63  -0.21
C: 4.05 -0.04 3.09  0.19
C: -5.78 3.63 0.21  0.32
C: -5.60 1.32 -1.48  0.37
H: 3.75 -0.22 0.93  0.40
H: 3.68 3.07 2.30  0.44
O: 1.30 -1.92 -0.86  -0.59
C: 1.52 2.75 2.17  0.32
H: -0.84 4.75 3.72  0.42
C: -4.39 2.04 -1.02  -0.19
H: -1.62 -2.33 -4.20  0.36
C: 2.14 -1.54 -1.68  0.60
O: -1.51 -3.17 -0.84  -0.50
H: 1.96 0.17 -3.15  0.30
H: 1.62 -5.41 -4.84  0.33
H: -3.60 3.64 0.11  0.46
C: 3.35 -0.55 1.89  0.03
P: 1.27 -3.35 -4.02  0.81
O: 0.82 -2.52 3.39  -0.56
H: -2.89 -1.05 -0.97  0.24
C: 1.32 5.07 3.85  0.32
C: 4.03 -2.92 -1.32  -0.46
H: 3.83 -2.32 -0.37  -0.01
N: 3.08 -2.46 -2.42  0.13
H: 3.85 -4.03 -1.13  0.32
C: 2.31 0.00 -2.07  -1.12
C: -6.91 1.84 -1.04  -0.35
H: 1.78 -1.74 1.11  0.68
O: 1.53 -4.53 -5.24  -0.53

The energy is -2228.9954 hartree. Its total charge is 0. The value obtained for the HOMO energy is -9.742 eV. The max |F| comes out at 3.75 eV/A. The structure (SMILES) is CC(=O)N(C)O[P@@](=O)(O)OC[C@H](C)O.O=C1C=CC(=O)C=C1.O=C1C=CC(=O)C=C1.O=C1C=CC(=O)C=C1. The value obtained for the orbital gap is 8.03 eV.